{
  "formula": "C4H9N3O",
  "method": "wB97M-V/def2-TZVPD",
  "homo_lumo_gap_ev": 9.8,
  "relative_energy_kcal_mol": 105.2,
  "total_energy_ha": -397.1829,
  "elements": ["C", "C", "N", "C", "C", "O", "N", "N", "H", "H", "H", "H", "H", "H", "H", "H", "H"],
  "xyz": [[-0.446, -1.639, -1.588], [0.862, 1.441, 1.581], [0.041, 0.623, 0.708], [-0.405, -0.553, 0.981], [-0.285, 0.981, -0.846], [-1.036, -0.708, -0.699], [-0.552, -1.474, 1.784], [0.638, 1.320, -1.657], [-1.441, -1.611, 2.248], [1.499, 0.790, -1.541], [-1.224, 1.532, -0.847], [0.068, -2.421, -1.018], [-1.218, -2.098, -2.212], [0.260, -1.160, -2.273], [1.754, 1.743, 1.029], [0.313, 2.338, 1.880], [1.172, 0.895, 2.473]]
}


{
  "formula": "C4H9N3O",
  "method": "wB97M-V/def2-TZVPD",
  "homo_lumo_gap_ev": [8.5, 8.5],
  "relative_energy_kcal_mol": 105.6,
  "smiles": "[H]/N=C(\\N=C(C)C)ON",
  "total_energy_ha": -397.1824,
  "elements": ["C", "C", "C", "C", "N", "O", "N", "N", "H", "H", "H", "H", "H", "H", "H", "H", "H"],
  "xyz": [[1.517, 1.032, -0.231], [-0.844, 1.708, 0.477], [-0.235, -1.322, -0.964], [0.045, 0.715, -0.226], [-0.569, -1.514, 1.524], [0.316, -1.506, 0.384], [-0.563, -0.047, -1.139], [-0.214, -2.264, -1.812], [-0.004, -2.014, 2.210], [-1.308, -2.166, 1.254], [-0.570, -1.892, -2.692], [1.667, 1.987, -0.743], [1.875, 1.144, 0.795], [-1.884, 1.377, 0.458], [-0.520, 1.850, 1.510], [-0.795, 2.657, -0.064], [2.086, 0.255, -0.741]]
}


{
  "formula": "C4H9N3O",
  "method": "wB97M-V/def2-TZVPD",
  "homo_lumo_gap_ev": [7.5, 8.4],
  "relative_energy_kcal_mol": 184.6,
  "total_energy_ha": -397.0565,
  "elements": ["C", "C", "C", "C", "N", "N", "N", "O", "H", "H", "H", "H", "H", "H", "H", "H", "H"],
  "xyz": [[-0.821, -0.001, 1.230], [-1.712, 0.977, 1.753], [1.338, 0.061, -1.664], [0.700, -1.812, -0.178], [-1.242, 2.492, 0.037], [-0.305, 0.328, 0.080], [0.548, -0.459, -0.527], [-1.971, 2.118, 1.089], [-0.558, -0.925, 1.647], [-2.201, 0.876, 2.780], [1.338, 1.103, -1.429], [2.254, -0.359, -1.694], [0.852, -0.053, -2.743], [-0.314, -1.995, 0.240], [0.711, -2.441, -1.202], [1.645, -2.119, 0.523], [-0.263, 2.209, 0.058]]
}


{
  "formula": "C4H9N3O2",
  "method": "wB97M-V/def2-TZVPD",
  "homo_lumo_gap_ev": 9.5,
  "relative_energy_kcal_mol": 15.5,
  "smiles": "[H]/N=C(/N)N[C@H](C)C(=O)O",
  "total_energy_ha": -472.5690,
  "elements": ["C", "C", "C", "C", "H", "H", "H", "H", "H", "H", "H", "H", "H", "N", "N", "N", "O", "O"],
  "xyz": [[-0.260, -0.143, -1.846], [-0.395, 0.809, -0.635], [-0.217, -1.018, 1.130], [0.887, 1.576, -0.346], [-1.307, -0.369, -2.151], [0.226, 0.340, -2.654], [0.247, -1.175, -1.740], [-1.056, 1.597, -1.015], [-1.766, 0.163, 0.791], [1.593, -0.559, 0.429], [1.505, -2.011, 1.304], [-1.864, -1.738, 2.004], [0.257, 1.679, 1.565], [-0.793, 0.180, 0.640], [1.107, -1.114, 1.076], [-0.919, -1.960, 1.641], [0.983, 1.977, 0.956], [1.772, 1.767, -1.149]]
}


{
  "formula": "C4H9N3O2",
  "method": "wB97M-V/def2-TZVPD",
  "homo_lumo_gap_ev": 9.3,
  "relative_energy_kcal_mol": 61.6,
  "smiles": "[H]/N=C(/C(N)=N\\O)[C@@H](C)O",
  "total_energy_ha": -472.4954,
  "elements": ["C", "C", "C", "C", "N", "O", "O", "N", "N", "H", "H", "H", "H", "H", "H", "H", "H", "H"],
  "xyz": [[-0.004, 0.105, -1.182], [-1.464, 0.436, -1.415], [0.097, -0.496, 1.383], [0.413, 0.494, 0.301], [-0.607, -0.049, 2.474], [1.400, -2.012, 0.322], [0.785, 0.888, -2.067], [0.422, -1.763, 1.299], [0.888, 1.666, 0.586], [1.601, -2.955, 0.472], [1.701, 0.567, -1.979], [0.192, -0.950, -1.378], [-0.495, 0.948, 2.642], [-0.474, -0.637, 3.287], [1.057, 2.169, -0.300], [-2.114, -0.177, -0.784], [-1.731, 0.274, -2.465], [-1.667, 1.490, -1.196]]
}


{
  "formula": "C4H9N3O2",
  "method": "wB97M-V/def2-TZVPD",
  "homo_lumo_gap_ev": 10.5,
  "relative_energy_kcal_mol": 120.9,
  "smiles": "C[C@@H]1NCCN1[N+](=O)[O-]",
  "total_energy_ha": -472.4010,
  "elements": ["C", "C", "C", "C", "N", "N", "N", "O", "O", "H", "H", "H", "H", "H", "H", "H", "H", "H"],
  "xyz": [[-1.435, 0.378, 1.056], [-0.983, -1.060, 0.671], [0.560, 0.654, -0.252], [2.035, 0.659, -0.108], [-0.157, 1.158, 0.945], [0.033, -0.767, -0.343], [-0.225, -1.336, -1.584], [-0.882, -2.339, -1.565], [0.285, -0.811, -2.554], [-2.129, 0.675, 0.273], [-1.745, 0.524, 2.236], [-0.730, -1.379, 1.646], [-1.883, -1.634, 0.355], [0.252, 1.057, -1.225], [2.324, 0.518, 0.987], [2.351, 1.580, -0.583], [2.562, 0.002, -0.844], [-0.233, 2.120, 0.887]]
}


{
  "formula": "C4H9N3O2",
  "method": "wB97M-V/def2-TZVPD",
  "homo_lumo_gap_ev": 10.0,
  "relative_energy_kcal_mol": 70.4,
  "smiles": "CN(/C=N\\N)C(=O)CO",
  "total_energy_ha": -472.4814,
  "elements": ["C", "C", "C", "C", "H", "H", "H", "H", "H", "H", "H", "H", "H", "N", "N", "N", "O", "O"],
  "xyz": [[-0.760, 1.890, 0.109], [-0.922, -0.548, 0.810], [1.256, 0.302, 0.076], [1.846, -1.083, 0.083], [-0.225, 2.369, -0.733], [-1.796, 1.640, -0.063], [-0.508, 2.432, 1.061], [-0.521, -0.782, 1.893], [-1.880, -0.367, -1.426], [-3.329, -1.285, -1.006], [1.247, -1.736, -0.592], [1.796, -1.730, 0.990], [3.334, -0.121, -0.734], [-0.112, 0.511, 0.241], [-2.017, -1.134, 0.345], [-2.636, -0.561, -0.712], [2.041, 1.250, -0.139], [3.185, -1.047, -0.205]]
}


{
  "formula": "C4H9N3O2",
  "method": "wB97M-V/def2-TZVPD",
  "homo_lumo_gap_ev": 10.8,
  "relative_energy_kcal_mol": 35.2,
  "smiles": "[H]/N=C\\OC(N)(N)C(C)=O",
  "total_energy_ha": -472.5376,
  "elements": ["C", "C", "C", "N", "O", "H", "H", "H", "H", "H", "C", "N", "N", "O", "H", "H", "H", "H"],
  "xyz": [[-0.319, 1.867, 0.907], [-0.195, 1.134, -0.408], [-1.238, -1.567, 0.334], [-2.031, -1.771, 1.318], [-0.721, 1.575, -1.436], [-1.535, -1.534, 2.183], [-1.512, -1.738, -0.715], [-0.705, 2.874, 0.730], [0.659, 1.955, 1.387], [-1.009, 1.330, 1.562], [0.552, -0.241, -0.383], [0.683, -0.780, -1.717], [1.939, -0.027, -0.059], [0.003, -1.130, 0.571], [2.448, -0.626, -0.710], [-0.246, -0.788, -2.142], [1.146, -0.047, -2.261], [2.083, -0.487, 0.839]]
}


{
  "formula": "C4H9N3O2S",
  "method": "wB97M-V/def2-TZVPD",
  "homo_lumo_gap_ev": [6.3, 6.3],
  "relative_energy_kcal_mol": 79.3,
  "total_energy_ha": -870.6260,
  "elements": ["C", "C", "C", "C", "N", "N", "N", "O", "O", "S", "H", "H", "H", "H", "H", "H", "H", "H", "H"],
  "xyz": [[1.058, 0.001, -0.013], [2.263, -2.040, -0.095], [-1.238, -0.644, 0.075], [-0.687, 1.778, -0.105], [1.261, -1.294, 0.089], [1.994, 0.945, 0.251], [-0.304, 0.382, -0.126], [4.507, 0.161, -0.113], [2.249, -3.313, -0.035], [3.696, 1.404, -0.014], [3.284, -1.688, -0.346], [-1.309, -1.288, 1.071], [-2.321, -0.145, 0.003], [-1.350, -1.533, -0.659], [-1.682, 1.923, -0.459], [-0.627, 2.340, 0.832], [0.011, 2.370, -0.699], [1.604, 1.853, 0.114], [1.385, -3.738, 0.059]]
}


{
  "formula": "C4H9N3O3",
  "method": "wB97M-V/def2-TZVPD",
  "homo_lumo_gap_ev": 9.7,
  "relative_energy_kcal_mol": 208.1,
  "smiles": "CC(C)=[N+]([O-])ON(C)N=O",
  "total_energy_ha": -547.5143,
  "elements": ["C", "C", "C", "C", "N", "N", "N", "O", "O", "O", "H", "H", "H", "H", "H", "H", "H", "H", "H"],
  "xyz": [[-1.716, 1.150, -0.448], [0.362, 1.905, -1.936], [1.211, -1.866, 2.103], [-0.298, 0.982, -0.973], [0.176, -1.564, 1.169], [-0.559, -2.529, 0.665], [0.479, 0.288, -0.212], [-1.346, -2.145, -0.202], [-0.168, -0.261, 0.977], [1.712, 0.105, -0.217], [-1.781, 1.204, 0.560], [-2.202, 2.091, -0.924], [-2.106, 0.183, -0.795], [0.243, 1.383, -2.877], [-0.127, 2.922, -2.085], [1.377, 2.124, -1.797], [2.239, -1.810, 1.471], [1.203, -2.963, 2.475], [1.302, -1.198, 3.048]]
}